# 1
ORCA calculation (ωB97M-V with the def2-TZVPD basis set) on a molecular structure, C41H64ClN4O4SSiTi.

Values from the calculation:
HOMO (eV): -10.80
HOMO-LUMO gap (eV): 7.22
Net charge: +1
LUMO energy (eV): -3.6
Molecular weight (g mol⁻¹): 820.460

Each line ends with the Löwdin charge.
Element x y z (Å)
Ti (-0.689, 0.046, -0.251)  0.84
C (-1.992, 1.478, 1.159)  -0.12
C (-2.352, 0.190, 1.652)  -0.12
C (-2.950, -0.504, 0.550)  -0.13
C (-2.894, 0.385, -0.573)  -0.10
C (-2.375, 1.637, -0.179)  -0.28
C (-2.604, 2.996, -0.831)  -0.53
C (-3.807, 3.614, -0.096)  -0.02
C (-2.957, 2.878, -2.307)  -0.04
C (-1.403, 3.921, -0.659)  -0.03
C (-3.756, -1.810, 0.446)  -0.50
C (-3.786, -2.351, -0.986)  -0.04
C (-5.199, -1.415, 0.821)  -0.02
C (-3.301, -2.980, 1.315)  -0.03
C (-2.125, -0.184, 3.122)  -0.51
C (-3.454, -0.531, 3.804)  -0.03
C (-1.563, 1.023, 3.889)  -0.06
C (-1.097, -1.311, 3.280)  -0.03
H (-1.557, 2.259, 1.760)  0.11
H (-3.368, 0.193, -1.522)  0.11
H (-4.683, 2.969, -0.166)  0.10
H (-4.061, 4.576, -0.542)  0.09
H (-3.588, 3.780, 0.959)  0.09
H (-3.874, 2.309, -2.459)  0.10
H (-2.166, 2.398, -2.877)  0.05
H (-3.117, 3.872, -2.726)  0.10
H (-1.155, 4.080, 0.391)  0.09
H (-1.616, 4.894, -1.103)  0.10
H (-0.524, 3.515, -1.158)  0.05
H (-4.182, -1.642, -1.708)  0.08
H (-4.439, -3.223, -1.010)  0.10
H (-2.800, -2.682, -1.307)  0.06
H (-5.598, -0.698, 0.103)  0.09
H (-5.266, -0.970, 1.810)  0.07
H (-5.838, -2.298, 0.802)  0.10
H (-2.290, -3.300, 1.066)  0.07
H (-3.959, -3.826, 1.112)  0.10
H (-3.351, -2.785, 2.379)  0.06
H (-4.160, 0.295, 3.715)  0.10
H (-3.268, -0.692, 4.867)  0.10
H (-3.932, -1.422, 3.417)  0.06
H (-2.228, 1.884, 3.846)  0.09
H (-0.583, 1.316, 3.517)  0.04
H (-1.451, 0.745, 4.936)  0.09
H (-1.381, -2.226, 2.773)  0.06
H (-0.977, -1.537, 4.341)  0.10
H (-0.121, -1.005, 2.897)  0.04
O (0.665, -6.137, 0.224)  0.14
C (1.651, -5.810, 1.064)  -0.49
O (2.366, -6.643, 1.545)  0.11
C (1.828, -4.366, 1.407)  -0.03
C (2.782, -3.905, 2.304)  -0.57
Cl (3.960, -4.712, 3.208)  0.85
N (2.673, -2.553, 2.371)  -0.06
N (1.717, -2.100, 1.563)  0.15
C (1.191, -3.171, 0.984)  -0.13
C (0.074, -2.962, 0.048)  -0.46
O (-0.533, -3.817, -0.550)  0.12
O (-0.237, -1.665, -0.089)  -0.19
C (3.450, -1.612, 3.121)  -0.22
C (3.422, -1.639, 4.504)  -0.02
C (4.170, -0.703, 5.203)  -0.06
C (4.924, 0.239, 4.517)  -0.08
C (4.933, 0.254, 3.129)  -0.08
C (4.192, -0.678, 2.418)  -0.02
H (0.174, -5.349, -0.101)  0.07
H (2.825, -2.374, 5.023)  0.12
H (4.166, -0.715, 6.283)  0.11
H (5.520, 0.955, 5.066)  0.11
H (5.538, 0.977, 2.598)  0.11
H (4.187, -0.695, 1.339)  0.10
C (0.802, 1.940, -3.347)  -0.20
Si (0.500, 0.177, -2.690)  0.76
C (2.256, -0.655, -2.595)  -0.62
C (3.010, -0.342, -1.302)  -0.13
C (2.198, -2.182, -2.705)  -0.08
C (3.128, -0.135, -3.750)  -0.09
C (-0.604, -0.673, -4.024)  -0.64
C (0.126, -0.818, -5.368)  -0.09
C (-1.085, -2.056, -3.583)  -0.09
C (-1.841, 0.186, -4.291)  -0.10
H (0.908, 1.876, -4.431)  0.04
H (1.746, 2.370, -3.014)  0.01
H (0.006, 2.653, -3.144)  0.01
H (2.501, -0.713, -0.409)  0.02
H (3.187, 0.729, -1.172)  0.07
H (3.995, -0.819, -1.342)  0.09
H (1.548, -2.641, -1.960)  0.06
H (3.200, -2.589, -2.553)  0.09
H (1.861, -2.523, -3.681)  0.07
H (3.337, 0.929, -3.667)  0.07
H (2.700, -0.313, -4.733)  0.07
H (4.092, -0.650, -3.722)  0.09
H (0.959, -1.517, -5.326)  0.07
H (0.496, 0.130, -5.759)  0.08
H (-0.580, -1.207, -6.107)  0.09
H (-0.280, -2.780, -3.499)  0.07
H (-1.801, -2.446, -4.312)  0.10
H (-1.590, -2.022, -2.621)  0.04
H (-1.588, 1.182, -4.654)  0.08
H (-2.468, 0.296, -3.408)  0.05
H (-2.453, -0.292, -5.061)  0.10
S (1.058, 1.039, 1.327)  0.81
C (1.794, 2.530, 0.913)  -0.70
N (2.530, 3.116, 1.862)  0.03
C (3.312, 4.332, 1.656)  -0.15
C (3.652, 4.472, 0.183)  -0.15
C (2.381, 4.340, -0.640)  -0.14
N (1.716, 3.095, -0.280)  0.03
H (2.562, 2.642, 2.750)  0.13
H (4.210, 4.254, 2.269)  0.13
H (2.741, 5.195, 2.007)  0.13
H (4.361, 3.696, -0.113)  0.13
H (4.122, 5.438, 0.003)  0.13
H (2.594, 4.301, -1.708)  0.13
H (1.707, 5.183, -0.459)  0.13
H (1.196, 2.590, -0.986)  0.06

# 2
ORCA calculation (ωB97M-V with the def2-TZVPD basis set) on a molecular structure, C34H51IrN6OP.

Values from the calculation:
HOMO (spin up / spin down) (eV): -1.79 / -2.66
HOMO-LUMO gap (spin up / spin down) (eV): 4.25 / 5.09
Net charge: -1
LUMO energy (spin up / spin down) (eV): 2.5 / 2.4
Expectation value of S²: 6.068
Spin multiplicity: 5
Molecular weight (g mol⁻¹): 783.014

Each line ends with the Löwdin spin population.
Element x y z (Å)
Ir (0.075, -0.044, -0.184)  0.52
N (-1.479, -1.332, 0.758)  0.05
N (-0.392, -2.511, -1.499)  0.03
C (1.933, 0.772, -0.414)  0.01
C (2.130, -0.574, 0.089)  0.04
C (1.609, -0.603, 1.428)  0.10
C (1.585, -1.823, 2.287)  0.02
H (1.570, -2.769, 1.746)  0.00
H (0.729, -1.947, 2.954)  0.00
H (2.409, -1.765, 2.989)  0.01
C (1.096, 0.706, 1.739)  0.02
C (0.514, 1.160, 3.014)  0.01
H (1.291, 1.430, 3.710)  0.00
H (-0.033, 0.424, 3.617)  0.01
H (-0.227, 1.945, 2.938)  0.00
C (1.279, 1.553, 0.601)  0.06
C (1.053, 3.034, 0.556)  0.02
H (0.215, 3.322, 1.184)  0.00
H (0.862, 3.355, -0.461)  0.00
H (1.949, 3.543, 0.914)  0.01
C (2.713, -1.745, -0.653)  0.01
H (3.772, -1.799, -0.399)  0.00
H (2.632, -1.620, -1.733)  0.00
H (2.241, -2.690, -0.375)  0.00
C (2.510, 1.321, -1.676)  0.00
H (1.818, 1.994, -2.181)  0.00
H (2.781, 0.527, -2.366)  0.00
H (3.419, 1.882, -1.447)  0.00
C (-2.025, -0.739, 1.943)  0.00
H (-2.180, 0.352, 1.902)  0.01
C (-2.614, -1.591, 2.968)  0.30
H (-3.193, -1.077, 3.721)  0.01
C (-2.330, -2.941, 2.939)  0.02
H (-2.676, -3.564, 3.756)  0.00
C (-1.581, -3.474, 1.905)  0.24
H (-1.375, -4.533, 1.841)  0.01
C (-1.114, -2.670, 0.823)  0.02
C (-0.450, -3.189, -0.303)  0.14
H (-0.380, -4.264, -0.379)  0.01
C (-0.339, -1.120, -1.618)  0.07
C (-0.425, -3.046, -2.774)  0.01
H (-0.503, -4.120, -2.875)  0.00
C (-0.440, -2.072, -3.632)  0.01
H (-0.525, -2.066, -4.711)  0.00
N (-0.365, -0.855, -2.942)  0.02
C (-0.591, 0.435, -3.532)  0.01
C (0.393, 0.993, -4.372)  0.00
C (0.169, 2.280, -4.883)  0.00
H (0.936, 2.746, -5.505)  0.00
C (-1.023, 2.968, -4.628)  0.00
C (-1.234, 4.370, -5.138)  0.00
H (-1.113, 5.111, -4.339)  0.00
H (-2.242, 4.506, -5.542)  0.00
H (-0.520, 4.625, -5.926)  0.00
C (-2.022, 2.332, -3.884)  0.00
H (-2.978, 2.829, -3.719)  0.00
C (-1.835, 1.049, -3.356)  0.01
C (-2.962, 0.313, -2.701)  0.01
H (-3.404, -0.429, -3.380)  0.00
H (-3.765, 1.001, -2.419)  0.00
H (-2.662, -0.223, -1.796)  0.01
C (1.638, 0.244, -4.753)  0.00
H (1.519, -0.247, -5.730)  0.00
H (1.905, -0.540, -4.038)  0.00
H (2.502, 0.918, -4.852)  0.00
C (-2.890, 0.126, 6.223)  0.02
N (-2.041, 0.221, 5.060)  0.25
C (-2.507, 1.284, 4.237)  0.03
P (-0.597, -1.239, 4.889)  0.70
O (-0.516, -0.728, 2.576)  0.63
N (0.369, -0.235, 5.846)  0.07
C (1.602, 0.563, 5.796)  0.01
C (-0.179, -0.158, 7.180)  0.04
N (0.393, -2.680, 5.314)  0.25
C (1.778, -2.440, 5.686)  0.03
C (0.127, -4.015, 4.784)  0.02
H (-3.928, 0.209, 5.879)  0.00
H (-2.725, 1.019, 6.835)  0.00
H (-2.833, -0.779, 6.849)  0.01
H (-2.570, 2.183, 4.869)  0.02
H (-1.942, 1.590, 3.344)  0.00
H (-3.522, 1.028, 3.904)  0.00
H (1.370, 1.638, 5.782)  0.00
H (2.153, 0.420, 6.738)  0.00
H (2.310, 0.302, 5.005)  0.00
H (-0.620, 0.825, 7.361)  0.00
H (-0.887, -0.966, 7.375)  0.01
H (0.620, -0.274, 7.914)  0.01
H (1.854, -2.016, 6.687)  0.00
H (2.363, -3.361, 5.651)  0.01
H (2.246, -1.750, 4.971)  0.00
H (-0.784, -4.450, 5.212)  0.00
H (0.059, -3.978, 3.685)  0.01
H (0.962, -4.685, 5.022)  0.00

# 3
ORCA calculation (ωB97M-V with the def2-TZVPD basis set) on C3H4ClP in the gas phase.

Values from the calculation:
HOMO (spin up / spin down) (eV): -7.13 / -7.85
HOMO-LUMO gap (spin up / spin down) (eV): 5.96 / 7.68
Net charge: 0
LUMO energy (spin up / spin down) (eV): -1.2 / -0.2
Molecular weight (g mol⁻¹): 106.492

Each line ends with the Löwdin charge.
Element x y z (Å)
C (-0.249, 1.831, -0.680)  -0.44
C (0.011, 0.713, -0.101)  -0.18
C (0.110, -0.698, 0.073)  -0.16
P (-1.944, 2.505, -1.486)  0.40
Cl (-3.067, 0.878, -1.289)  0.07
H (0.297, 2.821, -0.702)  0.03
H (0.256, -1.385, -0.811)  0.10
H (-0.675, -1.198, 0.664)  0.07
H (0.894, -0.874, 0.929)  0.11

What are the E_tot values for these records? In order: -4117.95701 -2175.17607 -918.11239 a.u..
What are the max |F| values for these records? In order: 1.05 6.11 3.38 eV/A.